# 1
This record from the Open Molecules 2025 dataset describes a structure of composition C47H46ClF6GeMgN5O6S2Si. The level of theory is wB97M-V/def2-TZVPD.

Structure (XYZ):
```
116
Properties=species:S:1:pos:R:3:forces:R:3:mulliken_charge:R:1
Ge 11.860 11.232 10.519 2.775 1.690 2.001 1.95
Cl 13.803 8.893 15.563 -0.285 0.032 0.185 -0.72
S 25.009 16.535 12.296 -1.188 -0.222 -2.551 0.98
S 22.649 17.763 13.024 -2.030 0.983 2.807 1.00
Si 17.110 8.870 13.144 -1.795 1.497 1.418 -1.07
Mg 15.353 10.227 14.594 0.966 1.301 -0.138 1.84
F 25.836 15.309 10.065 0.702 0.031 0.125 -0.26
F 25.734 17.481 9.950 1.495 1.465 -0.669 -0.25
F 20.185 17.217 12.542 0.089 0.361 -1.134 -0.22
F 21.584 16.058 11.335 -0.483 1.187 -0.415 -0.23
F 24.025 16.316 9.714 -1.419 -0.108 0.181 -0.23
F 21.324 18.246 10.926 -0.924 -0.221 -1.187 -0.21
O 14.570 14.263 13.738 0.431 1.270 0.445 -0.72
O 22.279 19.180 13.220 0.631 -2.078 0.255 -0.69
O 26.244 17.064 12.752 0.973 0.055 0.403 -0.64
O 15.051 12.046 13.856 0.126 0.759 1.314 -0.06
O 24.589 15.218 12.651 -0.017 -0.143 0.560 -0.58
O 22.597 16.795 14.134 -0.208 1.672 -1.494 -0.63
N 16.567 13.560 17.400 -0.425 -0.089 1.035 0.00
N 16.671 11.648 15.935 2.344 -0.668 -1.187 0.37
N 18.338 13.474 15.752 3.731 -3.904 2.230 -0.15
N 23.923 17.675 12.202 1.490 -0.029 -0.475 -0.39
N 18.352 11.936 17.711 -1.023 -0.062 1.236 0.11
C 11.078 13.323 8.548 5.833 -4.777 -1.288 -0.78
C 19.197 12.735 16.820 -2.996 6.296 2.847 -0.87
C 9.178 10.312 10.361 -3.301 3.421 11.924 -1.11
C 15.676 4.429 13.684 -2.818 -2.657 0.404 -0.38
C 13.389 6.757 9.984 1.918 0.130 -2.269 -0.29
C 15.795 5.293 14.758 1.235 0.673 0.994 -0.59
C 17.723 12.307 15.023 -0.873 4.362 0.859 0.07
C 20.558 7.283 11.799 -0.091 -0.455 -0.392 -0.72
C 16.953 11.901 9.345 -3.847 -5.316 -2.037 -0.68
C 12.921 7.165 11.226 0.222 -1.258 -2.835 -0.52
C 16.329 7.148 13.296 0.540 -0.894 -2.632 1.28
C 18.942 8.417 13.194 -0.474 1.182 1.288 0.86
C 13.456 12.698 8.512 -1.394 2.554 -2.046 0.88
C 19.916 8.695 14.149 2.572 -1.382 -1.997 -0.24
C 12.337 9.375 10.311 0.904 3.436 -5.296 0.92
C 14.759 13.181 13.251 -0.870 -4.118 -0.799 -0.26
C 13.740 13.684 7.670 -6.467 2.607 -2.293 -0.80
C 16.276 6.609 14.569 -1.346 -2.634 -1.989 -1.03
C 13.336 7.744 8.840 -0.657 -0.506 2.623 -0.69
C 17.487 14.334 16.525 -6.197 -3.918 -6.631 -1.05
C 17.555 10.988 16.985 -0.524 0.761 -1.922 -0.41
C 17.590 12.082 10.507 2.910 -0.397 3.172 -0.62
C 12.874 9.091 9.006 0.221 -2.888 0.122 -1.04
C 7.268 10.318 11.859 -4.244 3.996 5.491 -0.52
C 7.742 9.907 10.770 7.722 -3.726 -10.307 -0.35
C 17.588 11.131 11.536 -3.538 -0.724 -2.742 -0.90
C 21.278 8.189 13.898 -1.571 0.562 1.314 -0.55
C 14.380 12.617 11.872 -2.047 3.467 1.201 -0.16
C 16.110 10.652 9.228 0.956 0.955 3.231 -1.13
C 12.906 12.306 12.029 1.605 0.017 -12.468 -2.89
C 25.146 16.418 10.400 0.018 -1.264 1.123 0.69
C 12.294 12.344 8.929 -8.687 2.006 1.932 -0.14
C 10.057 11.220 11.102 -5.795 -1.414 1.712 0.35
C 21.571 7.452 12.735 0.947 0.937 0.602 -0.51
C 16.677 9.919 11.539 6.774 1.620 6.090 0.78
C 12.326 8.470 11.222 1.249 -3.203 9.945 0.04
C 12.619 14.380 7.023 5.933 0.308 0.123 -0.38
C 11.337 14.099 7.400 -5.910 1.582 2.263 -0.48
C 21.333 17.303 11.829 0.934 -1.648 2.473 0.67
C 16.009 9.653 10.511 -6.201 0.436 -11.411 1.26
C 15.822 4.863 12.395 0.943 5.234 1.358 -1.03
C 15.796 12.693 16.542 -0.626 -0.201 -1.218 -0.59
C 17.320 12.729 18.365 2.525 3.928 2.617 -0.67
C 7.968 11.227 12.641 3.706 3.709 2.680 -0.09
C 9.354 11.713 12.371 -1.888 -4.158 -2.205 -0.91
C 19.261 7.721 12.088 2.068 -1.469 -1.236 -0.66
C 16.083 6.274 12.177 -0.496 -1.294 0.827 0.10
H 20.780 6.786 10.845 -0.195 0.107 0.441 0.37
H 15.039 12.010 17.097 0.711 1.836 -0.649 0.35
H 10.175 14.636 7.228 3.903 -0.920 -0.843 0.11
H 12.934 9.863 8.197 -0.168 -0.960 0.766 0.42
H 15.685 4.292 11.575 -0.567 -2.093 -2.415 0.54
H 22.650 7.141 12.560 -1.629 0.262 0.116 0.26
H 6.228 10.492 12.127 -0.450 -1.639 -0.183 0.26
H 7.454 11.762 13.648 1.380 -1.852 -2.929 0.17
H 15.400 13.393 15.682 0.094 -1.915 1.747 0.11
H 13.296 15.074 6.395 -3.096 -0.214 0.067 0.22
H 15.964 6.638 11.127 0.574 -0.072 1.052 0.51
H 13.621 7.255 7.946 0.537 0.407 -1.189 0.43
H 15.055 3.408 13.749 1.960 1.966 0.417 0.14
H 16.504 7.194 15.376 0.404 1.436 2.048 0.42
H 19.765 13.658 17.446 -1.432 -2.695 -1.279 0.23
H 18.237 10.391 16.439 0.385 -1.188 -0.651 0.10
H 17.916 11.524 12.418 1.449 0.185 2.544 0.28
H 18.699 11.754 14.789 -2.325 -0.016 -0.573 -0.24
H 14.121 5.662 9.824 -2.741 3.508 0.434 0.12
H 12.858 12.055 12.883 -2.169 -3.626 11.389 2.38
H 14.224 12.249 8.739 7.569 -5.028 3.125 -0.02
H 15.385 10.394 8.415 1.162 0.463 0.487 0.49
H 19.649 9.322 14.959 0.165 0.369 0.992 0.16
H 18.187 14.829 16.935 3.851 4.788 3.852 0.91
H 9.305 10.240 9.464 2.151 -1.925 -10.113 0.77
H 13.048 6.310 11.919 -0.529 1.629 0.755 0.33
H 18.441 7.430 11.494 -0.519 -0.304 -1.328 0.32
H 14.649 14.081 7.501 3.200 0.689 -0.654 0.54
H 17.894 13.515 19.057 -0.902 -1.302 -1.407 0.32
H 10.262 12.706 8.838 -1.788 1.078 0.049 0.43
H 9.888 12.009 13.238 0.538 1.213 0.304 0.37
H 22.071 8.345 14.677 -0.848 -0.057 -0.904 0.30
H 15.181 12.108 11.634 3.152 -4.342 -0.986 -0.63
H 15.673 4.978 15.808 -0.181 -0.115 -0.726 0.35
H 7.556 9.129 9.797 -1.101 2.119 3.333 0.16
H 18.317 12.937 10.591 -1.021 -0.716 0.175 0.40
H 12.277 8.820 12.490 -0.742 -0.705 -3.805 0.07
H 16.912 14.851 15.537 0.727 -0.521 3.430 0.25
H 16.780 12.184 19.198 -0.129 0.150 -1.764 0.28
H 16.897 10.393 17.581 -0.109 -0.370 0.873 0.27
H 19.896 12.142 16.455 3.176 -2.577 -2.191 0.55
H 17.247 13.107 14.340 0.026 -2.979 -0.660 0.11
H 17.175 12.586 8.576 -0.412 0.533 -1.221 0.57
H 12.617 13.254 11.764 -2.059 2.197 0.244 0.24
H 15.094 8.856 10.165 3.118 1.766 1.860 -0.67
H 14.428 13.301 11.119 0.048 2.774 -2.181 0.89
```
Forces are in eV/Å.

Properties
ΔE to the lowest compared entry with this formula, charge and spin ... 2195.9 kJ/mol
Charge ... -2
Total energy ... -189540.1157 eV



# 2
This record from the Open Molecules 2025 dataset describes a structure of composition C47H46ClHfN4O4SeSi. The level of theory is wB97M-V/def2-TZVPD.

Structure (XYZ):
```
105
Properties=species:S:1:pos:R:3:forces:R:3:mulliken_charge:R:1
Hf 0.022 0.203 0.206 0.522 0.509 0.833 -0.19
Se 2.123 1.606 -0.830 0.107 -0.368 0.185 -0.20
Cl 4.112 -3.020 5.746 -0.012 0.007 -0.019 -0.20
Si -1.712 -2.258 -1.298 -0.161 0.022 0.031 -0.18
O -1.261 6.843 -2.675 -0.049 -0.062 -0.090 -0.57
O -0.355 -1.449 1.578 0.029 -0.149 -0.241 0.24
O -2.137 7.699 -0.904 -0.153 0.129 -0.003 -0.59
O 1.457 0.338 1.768 -0.361 -0.098 -0.061 -0.07
N -1.638 6.791 -1.524 0.240 -0.159 0.106 0.99
N -0.884 1.890 -1.203 -0.059 -0.058 -0.113 1.52
N -2.676 0.050 0.228 0.015 -0.342 0.015 1.03
N -0.665 2.122 1.458 0.142 0.197 -0.066 1.02
C 3.385 -0.681 -2.075 0.054 0.010 -0.026 0.82
C -3.340 -5.106 1.262 -0.014 0.018 -0.005 -0.86
C -2.819 -2.416 -5.297 -0.001 -0.029 0.001 -0.85
C 3.212 0.007 3.294 -0.148 -0.098 -0.034 -0.84
C -1.518 4.034 -2.854 0.001 -0.020 0.130 -1.25
C -5.116 0.830 1.916 -0.033 -0.055 0.024 -0.80
C -1.034 3.132 -0.683 0.058 -0.062 0.058 -0.03
C -0.033 -1.480 -1.255 -0.087 0.078 -0.276 0.07
C -3.220 -4.602 -4.391 0.019 -0.008 0.028 -0.79
C -1.407 5.524 -0.782 -0.066 0.021 -0.112 -0.27
C -2.912 -0.818 -0.968 -0.071 0.021 0.080 -0.99
C 3.569 -1.251 -0.696 -0.042 0.017 0.123 -1.15
C -2.292 -2.870 -2.969 -0.028 -0.013 -0.052 0.87
C -1.918 -3.643 -0.054 0.074 -0.108 -0.062 0.87
C 2.025 -0.423 2.650 0.151 0.165 -0.014 -0.17
C -2.340 -2.004 -4.065 0.063 -0.015 0.003 -0.25
C 3.831 -0.917 -4.454 -0.002 0.024 0.005 0.64
C -1.264 5.654 0.550 0.054 -0.224 -0.006 -0.79
C -3.181 -4.033 0.396 0.014 -0.008 0.009 -0.10
C 4.436 -1.694 -5.588 -0.005 -0.028 -0.041 -1.56
C 3.820 -0.798 4.215 0.003 -0.027 0.015 -0.60
C -2.739 -4.178 -3.159 0.015 -0.005 0.001 -0.45
C -0.971 -5.481 1.223 -0.010 0.030 -0.017 -0.47
C 1.498 -1.690 3.010 -0.001 -0.148 -0.010 0.93
C -0.999 4.502 1.362 -0.046 0.109 -0.099 1.20
C -4.958 1.126 0.417 -0.032 0.076 -0.040 -0.98
C -3.811 0.255 2.468 0.010 -0.047 0.074 -0.98
C -0.882 3.254 0.749 -0.081 -0.025 -0.097 -0.87
C -0.549 2.209 2.775 -0.035 0.074 0.000 -0.63
C -0.646 3.419 3.469 -0.002 -0.090 -0.083 -1.36
C 2.672 1.051 -3.617 -0.035 -0.059 -0.093 0.64
C -3.488 1.295 0.061 0.071 0.062 -0.061 -0.93
C 2.011 2.355 -3.975 0.013 0.050 0.005 -1.92
C -2.234 -5.828 1.681 0.016 -0.048 0.030 -0.63
C 3.903 -1.391 -3.148 -0.054 0.009 -0.001 -1.09
C -1.035 1.719 -2.504 -0.055 0.157 0.050 -0.42
C -3.185 -0.678 1.445 0.054 -0.017 -0.032 0.37
C 2.145 -2.505 3.975 0.074 0.115 -0.014 -1.29
C -1.314 4.253 -1.473 -0.008 0.098 0.040 1.14
C 2.758 0.554 -2.316 -0.117 0.022 -0.071 0.81
C 3.288 -2.061 4.564 -0.038 0.001 -0.024 0.10
C 0.291 -2.114 2.428 -0.107 0.143 -0.013 -0.34
C -1.386 2.767 -3.358 -0.023 -0.033 0.124 -1.17
C -3.265 -3.721 -5.459 -0.009 0.010 -0.040 -0.52
C 3.213 0.302 -4.663 -0.019 -0.028 0.043 -0.88
C -0.821 -4.400 0.365 -0.002 -0.003 0.028 -0.82
C -0.865 4.571 2.758 0.010 -0.056 0.026 -0.77
H -0.368 1.281 3.303 0.031 0.038 -0.009 0.70
H -3.383 1.620 -0.973 -0.025 0.014 0.052 0.44
H -3.955 -1.159 -0.990 -0.012 0.019 0.009 0.49
H -2.802 -0.187 -1.856 0.009 -0.002 -0.038 0.63
H -5.403 0.338 -0.192 0.020 -0.035 0.008 0.27
H -2.842 -1.728 -6.131 -0.001 0.027 -0.027 0.43
H 3.146 0.696 -5.670 0.005 0.023 -0.056 0.40
H 4.171 -2.750 -5.530 -0.007 -0.020 0.008 0.37
H -5.915 0.102 2.065 -0.012 0.022 0.004 0.38
H -0.144 -3.073 2.734 0.015 0.043 0.029 0.25
H 1.880 3.004 -3.112 0.013 -0.019 -0.017 0.30
H 3.626 0.966 3.017 0.014 0.033 -0.010 0.56
H -3.944 -1.397 1.124 -0.071 0.027 -0.006 0.08
H -1.763 4.855 -3.504 0.000 0.076 -0.039 0.61
H -0.540 3.426 4.544 -0.010 0.010 0.013 0.51
H -3.070 2.076 0.697 -0.026 -0.027 -0.010 0.44
H 0.173 -4.151 0.013 0.054 0.015 -0.027 0.33
H -0.107 -6.058 1.523 0.024 -0.018 0.011 0.49
H 5.525 -1.630 -5.567 0.022 0.007 0.015 0.32
H 1.027 2.177 -4.418 0.042 -0.001 -0.025 0.22
H -0.938 5.528 3.257 -0.011 0.033 0.010 0.52
H -0.851 0.726 -2.894 0.003 -0.003 0.026 0.09
H 1.723 -3.467 4.236 -0.016 -0.034 0.002 0.55
H 0.712 -2.240 -1.001 0.099 0.044 0.023 0.54
H -5.480 2.046 0.145 0.000 -0.041 -0.013 0.48
H -3.109 1.049 2.737 0.008 0.011 -0.013 0.08
H 4.102 -1.312 -6.551 -0.009 0.009 -0.020 0.37
H 0.225 -1.135 -2.266 0.045 -0.016 0.009 0.41
H -3.558 -5.621 -4.516 -0.013 -0.030 -0.002 0.42
H -5.408 1.727 2.462 0.038 0.030 0.016 0.40
H -1.352 6.632 1.004 -0.004 -0.019 -0.007 0.60
H 4.386 -2.343 -2.958 0.023 -0.029 0.004 0.35
H 2.602 2.885 -4.721 0.024 0.025 -0.030 0.61
H -1.523 2.570 -4.411 -0.009 0.011 -0.016 0.58
H 4.735 -0.475 4.693 0.019 0.001 0.018 0.46
H 4.296 -0.669 -0.123 -0.038 0.012 -0.019 0.35
H -1.981 -0.984 -3.972 0.002 0.059 0.029 0.14
H -4.064 -3.508 0.055 -0.048 0.057 -0.015 0.46
H -4.329 -5.387 1.598 -0.030 -0.005 0.009 0.44
H 3.917 -2.282 -0.755 0.033 0.022 0.007 0.43
H -2.356 -6.671 2.349 -0.009 -0.021 0.014 0.40
H -3.642 -4.050 -6.417 -0.007 -0.009 -0.031 0.39
H -2.380 -1.260 1.876 -0.065 -0.005 -0.043 -0.44
H -3.996 -0.310 3.382 0.006 0.005 0.013 0.57
H -2.710 -4.883 -2.337 -0.009 -0.014 0.037 0.29
H 2.644 -1.239 -0.116 0.040 -0.011 -0.039 -0.12
```
Forces are in eV/Å.

Properties
ΔE to the lowest compared entry with this formula, charge and spin ... 42.0 kJ/mol
Charge ... +1
Total energy ... -150686.6194 eV